# 1
This record from the Open Molecules 2025 dataset describes C26H21Cl2I2N4O5S2Sn as an isolated structure at a distorted geometry. The level of theory is wB97M-V/def2-TZVPD.

Last column: Mulliken charge in e.
Element x y z (Å)
Sn1 -1.95 -0.69 -0.32  0.53
Cl1 -3.30 0.41 2.09  -0.20
C1 -3.02 1.46 3.44  0.86
C2 -4.10 1.67 4.28  -0.76
C3 -3.98 2.46 5.41  -0.47
C4 -2.76 3.03 5.73  -0.63
C5 -1.69 2.81 4.89  0.05
Cl2 -0.13 3.44 5.28  -0.23
C6 -1.78 2.05 3.71  0.14
S1 -0.24 1.97 2.83  -0.04
H1 -5.04 1.19 4.04  0.46
H2 -4.84 2.62 6.04  0.40
H3 -2.64 3.63 6.61  0.45
I1 2.90 -1.32 -2.16  0.00
C7 2.30 -1.41 -0.16  -0.24
C8 3.19 -1.85 0.83  -0.22
C9 2.75 -2.00 2.12  -0.30
I2 4.14 -2.63 3.58  0.09
C10 1.39 -1.79 2.45  0.96
C11 0.82 -1.97 3.73  -0.74
C12 -0.53 -1.83 3.90  -1.21
C13 -1.33 -1.50 2.80  -0.71
N1 -0.83 -1.27 1.61  0.11
C14 0.51 -1.38 1.42  0.24
C15 0.98 -1.10 0.11  0.00
O1 0.15 -0.62 -0.77  -0.10
H4 4.21 -2.06 0.57  0.42
H5 1.45 -2.23 4.57  0.22
H6 -0.99 -1.97 4.87  0.47
H7 -2.41 -1.43 2.89  0.96
C16 0.51 -4.28 -4.84  -1.09
N2 -0.23 -3.40 -3.95  0.13
C17 -0.70 -2.08 -4.31  -0.53
C18 -1.36 -1.66 -3.01  0.59
O2 -1.92 -0.58 -2.80  -0.71
N3 -1.22 -2.63 -2.08  -0.40
C19 -0.52 -3.62 -2.66  0.44
N4 -0.19 -4.73 -2.02  -0.39
H8 0.34 -3.95 -5.86  0.37
H9 0.15 -5.30 -4.75  0.40
H10 1.58 -4.25 -4.64  0.33
H11 -1.42 -2.11 -5.13  0.39
H12 0.12 -1.41 -4.56  0.32
H13 -0.40 -4.81 -1.04  0.23
H14 0.39 -5.43 -2.45  0.20
C20 3.39 3.46 -3.72  -1.48
C21 2.29 3.18 -2.74  1.04
C22 2.49 3.32 -1.37  -1.00
C23 1.47 3.09 -0.47  -0.62
C24 0.24 2.66 -0.96  0.60
C25 0.02 2.46 -2.31  -0.32
C26 1.05 2.74 -3.20  -0.83
S2 -1.10 2.50 0.14  1.29
O3 -0.60 1.43 1.28  0.20
O4 -1.40 3.73 0.78  -0.65
O5 -2.19 1.79 -0.50  -0.69
H15 4.30 3.77 -3.21  0.36
H16 3.09 4.26 -4.40  0.36
H17 3.61 2.58 -4.31  0.33
H18 3.46 3.64 -1.00  0.35
H19 1.61 3.24 0.59  0.41
H20 -0.94 2.10 -2.66  0.46
H21 0.88 2.61 -4.26  0.42

## Properties
Charge   +1
Energy above the lowest of the compared OMol25 structures with the same formula, charge and spin   2.845 eV
Gap between HOMO and LUMO   7.425 eV
LUMO   -2.80 eV

=====

# 2
This record from the Open Molecules 2025 dataset describes C14H12BeBr2F3NO as an isolated structure at a distorted geometry. The level of theory is wB97M-V/def2-TZVPD.

Last column: Mulliken charge in e.
Element x y z (Å)
C1 -2.23 -1.49 -0.84  -1.06
C2 -1.11 -1.73 -1.80  0.31
Br1 -1.68 -2.61 -3.34  -0.05
C3 0.19 -1.40 -1.62  -1.19
Br2 1.41 -1.83 -2.99  0.03
C4 0.73 -0.67 -0.38  3.15
C5 0.06 0.66 -0.21  -0.71
C6 -0.40 1.34 -1.36  0.15
C7 -1.01 2.58 -1.30  -1.21
C8 -1.17 3.22 -0.07  -0.46
C9 -0.71 2.55 1.11  -0.43
C10 -0.11 1.30 1.03  -0.36
C11 2.26 -0.19 -0.69  -1.48
N1 2.81 0.17 0.59  -0.29
C12 2.44 -0.93 1.42  0.18
O1 3.07 -1.39 2.31  -0.43
C13 1.09 -1.52 0.88  -0.46
C14 0.10 -1.63 2.05  0.46
F1 -1.14 -1.16 1.74  -0.19
F2 0.49 -0.94 3.14  -0.27
F3 -0.05 -2.89 2.41  -0.28
H1 -3.17 -1.69 -1.34  0.59
H2 -2.18 -2.20 -0.02  0.27
H3 -2.29 -0.46 -0.48  0.08
H4 -0.26 0.90 -2.34  0.64
H5 -1.32 3.08 -2.21  0.51
H6 -1.59 4.23 -0.03  0.49
H7 -0.79 3.04 2.09  0.43
H8 0.23 0.85 1.95  0.56
H9 2.85 -1.06 -0.97  0.72
H10 2.32 0.63 -1.40  0.44
H11 2.60 1.10 0.94  0.35
H12 1.25 -2.55 0.56  0.73
Be1 -2.67 2.70 1.18  0.79

## Properties
Charge   +2
Gap between HOMO and LUMO   2.710 eV
LUMO   -12.11 eV

=====

# 3
This record from the Open Molecules 2025 dataset describes a 9-piece molecular cluster, C45H111N9O3 overall at a distorted geometry. The level of theory is wB97M-V/def2-TZVPD.

Last column: Mulliken charge in e.
Element x y z (Å)
C1 -0.98 -3.02 -1.81  -1.16
C2 -0.07 -2.62 -0.64  -0.37
N1 -0.43 -1.34 -0.05  1.55
C3 -0.03 -1.24 1.34  -1.01
C4 1.46 -1.06 1.57  -0.86
C5 -0.10 -0.23 -0.90  -0.31
C6 -0.67 1.09 -0.38  -0.06
H1 -0.57 -3.87 -2.34  0.59
H2 -1.17 -2.14 -2.42  0.30
H3 -1.93 -3.36 -1.36  -0.02
H4 0.04 -3.41 0.10  0.69
H5 0.95 -2.51 -1.07  -0.32
H6 -0.60 -0.48 1.89  -0.11
H7 -0.33 -2.17 1.82  0.77
H8 1.74 -1.19 2.62  0.58
H9 1.99 -1.84 1.00  0.12
H10 1.92 -0.12 1.27  -0.15
H11 -0.52 -0.35 -1.91  0.51
H12 0.99 -0.18 -1.07  -0.57
H13 -0.15 1.93 -0.85  -0.07
H14 -0.56 1.26 0.69  0.03
H15 -1.73 1.13 -0.65  -0.04
C7 6.27 1.79 6.61  -1.45
C8 6.78 2.15 5.20  0.24
N2 7.24 1.00 4.48  0.18
C9 7.84 1.40 3.22  0.16
C10 9.26 1.83 3.40  -1.41
C11 6.30 -0.12 4.36  -1.62
C12 4.99 0.25 3.63  0.27
H16 7.03 1.28 7.21  0.34
H17 5.44 1.09 6.53  0.28
H18 5.96 2.66 7.18  0.42
H19 5.95 2.74 4.76  -0.13
H20 7.60 2.86 5.36  0.38
H21 7.75 0.48 2.62  0.06
H22 7.22 2.10 2.63  0.02
H23 9.37 2.81 3.88  0.31
H24 9.76 1.16 4.10  0.33
H25 9.80 1.86 2.45  0.44
H26 6.09 -0.60 5.31  0.48
H27 6.87 -0.80 3.73  0.44
H28 4.41 0.92 4.27  0.40
H29 4.38 -0.64 3.47  0.37
H30 5.21 0.74 2.69  -0.48
C13 -3.21 -5.18 -4.04  -1.02
C14 -3.56 -3.80 -4.63  -0.42
N3 -4.97 -3.59 -4.92  0.15
C15 -5.81 -3.65 -3.73  -0.49
C16 -5.48 -2.55 -2.72  -1.07
C17 -5.48 -4.43 -5.98  -0.51
C18 -5.03 -3.96 -7.35  -1.30
H31 -3.47 -5.27 -2.99  0.19
H32 -2.11 -5.21 -3.96  0.36
H33 -3.48 -6.06 -4.61  0.34
H34 -3.18 -3.05 -3.94  0.09
H35 -2.99 -3.67 -5.55  0.28
H36 -6.84 -3.51 -4.07  0.46
H37 -5.77 -4.63 -3.23  0.35
H38 -5.15 -1.65 -3.25  0.33
H39 -6.33 -2.29 -2.10  0.45
H40 -4.60 -2.86 -2.15  0.01
H41 -6.58 -4.44 -5.98  0.45
H42 -5.23 -5.48 -5.74  0.30
H43 -3.94 -3.91 -7.43  0.31
H44 -5.44 -2.97 -7.52  0.30
H45 -5.29 -4.67 -8.14  0.40
C19 6.89 -0.92 -0.27  -1.59
C20 5.46 -0.42 -0.13  0.58
N4 4.80 -0.40 -1.44  0.25
C21 3.87 0.69 -1.49  0.65
C22 4.60 2.01 -1.50  -1.55
C23 4.19 -1.68 -1.71  0.32
C24 3.75 -1.80 -3.17  -1.54
H46 7.19 -1.59 0.55  0.35
H47 7.57 -0.09 -0.38  0.30
H48 6.96 -1.61 -1.11  0.47
H49 4.89 -1.11 0.51  -0.04
H50 5.46 0.52 0.40  -0.18
H51 3.19 0.64 -0.62  -0.37
H52 3.17 0.68 -2.32  0.34
H53 4.94 2.32 -0.51  0.03
H54 4.01 2.81 -1.95  0.34
H55 5.45 1.87 -2.18  0.49
H56 4.89 -2.50 -1.52  0.58
H57 3.28 -1.80 -1.08  -0.46
H58 3.40 -2.79 -3.47  0.42
H59 2.93 -1.12 -3.41  0.25
H60 4.58 -1.52 -3.83  0.40
C25 -2.95 4.22 0.67  -1.26
C26 -3.13 3.15 1.71  1.02
N5 -2.79 3.64 3.06  0.23
C27 -3.64 4.77 3.38  -0.34
C28 -3.13 5.61 4.53  -1.31
C29 -3.10 2.57 4.02  -0.56
C30 -2.25 1.30 3.88  -0.71
H61 -3.74 4.97 0.63  0.62
H62 -2.78 3.86 -0.35  -0.17
H63 -2.03 4.76 0.89  0.31
H64 -4.15 2.75 1.74  0.54
H65 -2.38 2.39 1.52  -1.11
H66 -3.78 5.40 2.49  0.25
H67 -4.70 4.45 3.53  0.35
H68 -3.14 4.98 5.43  0.31
H69 -2.12 5.94 4.33  0.25
H70 -3.73 6.49 4.74  0.43
H71 -4.16 2.27 3.88  0.41
H72 -3.06 2.92 5.05  0.28
H73 -2.30 0.88 2.89  -0.30
H74 -2.68 0.51 4.50  0.41
H75 -1.25 1.52 4.25  0.29
C31 -3.11 2.89 -2.89  -0.24
C32 -2.42 3.13 -4.24  -0.36
N6 -1.65 4.36 -4.26  0.21
C33 -1.16 4.80 -5.54  -0.41
C34 -2.25 5.01 -6.58  -1.35
C35 -0.71 4.57 -3.18  -0.45
C36 0.50 3.65 -3.16  -0.59
H76 -3.64 3.76 -2.52  0.32
H77 -2.35 2.54 -2.19  -0.63
H78 -3.81 2.07 -3.05  0.38
H79 -1.75 2.26 -4.43  0.24
H80 -3.16 3.17 -5.04  0.37
H81 -0.55 5.69 -5.47  0.38
H82 -0.50 4.02 -5.96  0.28
H83 -1.84 5.20 -7.57  0.41
H84 -2.85 4.10 -6.72  0.33
H85 -2.98 5.76 -6.26  0.34
H86 -1.22 4.53 -2.21  -0.24
H87 -0.38 5.62 -3.18  0.37
H88 1.09 3.73 -4.08  0.51
H89 0.33 2.58 -3.01  0.04
H90 1.19 3.95 -2.36  0.24
C37 -4.97 -4.16 2.84  -0.83
N7 -4.41 -3.20 1.95  -0.08
C38 -3.87 -1.99 2.32  0.47
C39 -3.10 -1.27 1.26  0.80
O1 -3.85 -1.62 3.49  -0.70
H91 -6.04 -4.27 2.62  0.30
H92 -4.98 -3.78 3.86  0.38
H93 -4.48 -5.11 2.73  0.12
H94 -4.01 -3.53 1.08  0.13
H95 -2.05 -1.17 1.57  -0.63
H96 -3.34 -0.25 0.97  0.26
H97 -2.93 -1.85 0.33  -0.38
C40 -3.28 -8.87 3.07  -0.85
N8 -2.51 -7.80 2.48  -0.21
C41 -3.01 -7.05 1.46  0.25
C42 -2.13 -5.89 1.06  -0.48
O2 -4.08 -7.22 0.96  -0.61
H98 -2.66 -9.53 3.68  0.34
H99 -3.73 -9.48 2.29  0.28
H100 -4.10 -8.54 3.72  0.28
H101 -1.70 -7.48 2.96  0.23
H102 -1.06 -6.14 1.07  0.50
H103 -2.27 -5.01 1.68  0.25
H104 -2.28 -5.67 0.01  0.01
C43 4.20 3.78 2.18  -0.65
N9 2.83 4.23 1.95  -0.16
C44 1.90 3.52 1.27  0.03
C45 0.61 4.21 0.93  -0.06
O3 2.04 2.35 0.93  -0.34
H105 4.75 3.80 1.23  0.32
H106 4.22 2.80 2.64  -0.04
H107 4.71 4.46 2.86  0.40
H108 2.68 5.22 2.04  0.28
H109 0.73 4.57 -0.10  0.23
H110 0.31 5.06 1.56  0.58
H111 -0.22 3.52 0.91  -0.67

## Properties
SMILES string   CCN(CC)CC.CCN(CC)CC.CCN(CC)CC.CCN(CC)CC.CCN(CC)CC.CCN(CC)CC.CNC(C)=O.CNC(C)=O.CNC(C)=O
Charge   0
Energy above the lowest of the compared OMol25 structures with the same formula, charge and spin   0.000 eV
Gap between HOMO and LUMO   8.577 eV
LUMO   0.55 eV

=====

# 4
This record from the Open Molecules 2025 dataset describes a 2-piece molecular cluster, C4H8O2S overall at a distorted geometry. The level of theory is wB97M-V/def2-TZVPD.

Last column: Mulliken charge in e.
Element x y z (Å)
C1 2.86 -1.87 -0.16  0.19
C2 -0.01 -1.10 0.70  -0.75
C3 -0.78 1.39 -0.77  -0.96
C4 0.80 -0.49 -0.38  -0.45
O1 3.38 -2.34 -1.13  -0.37
O2 1.09 1.82 0.98  -0.62
S1 0.97 1.29 -0.44  0.41
H1 3.16 -1.96 0.93  0.29
H2 -0.82 -1.82 0.20  0.21
H3 -0.60 -0.24 1.07  0.22
H4 0.49 -1.53 1.56  0.31
H5 -1.43 1.19 0.11  0.32
H6 -1.12 0.72 -1.58  0.34
H7 -1.12 2.44 -1.01  0.32
H8 0.68 -0.80 -1.40  0.54

## Properties
Charge   0
Energy above the lowest of the compared OMol25 structures with the same formula, charge and spin   5.433 eV
Gap between HOMO and LUMO (alpha / beta)   8.328 / 8.430 eV
LUMO (alpha / beta)   -0.09 / 0.04 eV

=====

# 5
This record from the Open Molecules 2025 dataset describes an isolated ion of composition C30H28NO3S and charge +1 at a distorted geometry. The level of theory is wB97M-V/def2-TZVPD.

Last column: Mulliken charge in e.
Element x y z (Å)
C1 2.13 2.69 -0.59  -0.95
O1 1.21 1.61 -0.11  0.06
C2 0.80 1.59 1.15  -0.02
C3 -0.66 0.60 1.33  0.82
C4 -0.80 0.17 0.12  -0.39
N1 -0.81 -0.28 -1.08  0.16
C5 -1.58 -1.54 -1.38  -0.72
C6 -1.27 -2.48 -0.28  0.63
C7 -2.35 -3.15 0.29  -0.81
C8 -2.15 -3.95 1.41  -0.56
C9 -0.88 -4.06 1.98  -0.55
C10 0.20 -3.37 1.41  -0.63
C11 0.00 -2.55 0.30  -0.11
S1 -1.19 1.06 -2.35  1.22
O2 -0.65 2.30 -1.84  -0.59
O3 -2.61 0.86 -2.59  -0.66
C12 -0.22 0.43 -3.69  0.24
C13 -0.97 0.00 -4.79  -0.38
C14 -0.29 -0.60 -5.85  -0.74
C15 1.10 -0.72 -5.75  1.07
C16 1.79 -1.57 -6.78  -1.48
C17 1.86 -0.15 -4.71  -1.04
C18 1.18 0.45 -3.65  -0.16
C19 -1.60 0.96 2.42  -0.24
C20 -2.41 2.12 2.26  -0.13
C21 -3.49 2.39 3.12  -0.65
C22 -3.81 1.47 4.13  -0.39
C23 -2.93 0.42 4.42  -0.64
C24 -1.84 0.16 3.57  -0.28
C25 1.80 1.30 2.18  0.48
C26 1.60 2.04 3.37  -0.35
C27 2.52 2.00 4.45  -0.63
C28 3.66 1.19 4.35  -0.42
C29 3.89 0.42 3.18  -0.67
C30 2.99 0.48 2.10  -0.15
H1 3.09 2.27 -0.93  0.27
H2 1.62 3.17 -1.45  0.33
H3 2.33 3.40 0.25  0.43
H4 0.09 2.49 1.42  0.38
H5 -2.66 -1.31 -1.42  0.44
H6 -1.33 -1.87 -2.40  0.45
H7 -3.35 -2.99 -0.14  0.37
H8 -3.00 -4.48 1.83  0.41
H9 -0.74 -4.66 2.87  0.41
H10 1.18 -3.45 1.85  0.43
H11 0.83 -1.93 -0.07  0.49
H12 -2.05 0.12 -4.80  0.50
H13 -0.84 -1.00 -6.71  0.39
H14 2.88 -1.58 -6.67  0.36
H15 1.46 -2.61 -6.70  0.32
H16 1.59 -1.28 -7.81  0.37
H17 2.96 -0.23 -4.72  0.33
H18 1.72 0.92 -2.82  0.34
H19 -2.18 2.78 1.40  0.35
H20 -4.06 3.31 2.98  0.38
H21 -4.77 1.56 4.66  0.40
H22 -3.08 -0.21 5.30  0.39
H23 -1.17 -0.70 3.73  0.38
H24 0.68 2.68 3.45  0.28
H25 2.31 2.55 5.39  0.39
H26 4.39 1.11 5.18  0.37
H27 4.73 -0.29 3.12  0.39
H28 3.15 -0.06 1.13  0.33

## Properties
SMILES string   CO[C@@H](C(=C=[N+](Cc1ccccc1)S(=O)(=O)c1ccc(C)cc1)c1ccccc1)c1ccccc1
Charge   +1
Energy above the lowest of the compared OMol25 structures with the same formula, charge and spin   0.549 eV
Gap between HOMO and LUMO   8.001 eV
LUMO   -3.67 eV

=====

# 6
This record from the Open Molecules 2025 dataset describes C12H18AsCa3F9N2O14 as an isolated structure at a distorted geometry. The level of theory is wB97M-V/def2-TZVPD.

Last column: Löwdin spin population.
Element x y z (Å)
Ca1 -1.13 -0.40 4.70  0.51
Ca2 -3.77 1.28 -0.63  0.08
Ca3 0.01 2.70 0.30  0.02
As1 -2.76 3.01 3.07  0.05
F1 -1.80 3.71 4.43  0.02
F2 -2.21 1.35 3.67  0.05
F3 -3.51 2.31 1.60  0.03
F4 -3.21 4.69 2.68  0.02
F5 -1.26 3.10 2.01  0.02
F6 -4.16 2.59 4.11  0.03
C1 -1.44 3.19 -2.56  0.00
O1 -0.06 2.82 -2.57  0.00
O2 -1.80 2.66 -1.25  0.01
C2 -1.93 4.62 -3.09  0.00
F7 -3.25 4.79 -3.07  0.00
F8 -1.36 5.43 -2.16  0.00
F9 -1.46 4.93 -4.21  0.00
C3 0.67 3.02 -3.79  0.00
C4 1.98 2.18 -3.42  0.00
H1 2.71 2.28 -4.22  0.00
H2 2.44 2.57 -2.51  0.00
H3 1.66 1.20 -3.08  0.00
H4 0.87 4.08 -3.93  0.00
H5 0.29 2.74 -4.77  0.00
H6 -1.96 2.49 -3.21  0.00
N1 -1.50 -0.30 1.21  0.02
O3 -2.68 -0.51 0.93  0.01
O4 -0.93 -0.73 2.20  0.06
O5 -0.95 0.58 0.53  0.01
N2 1.11 2.23 3.44  0.00
O6 1.16 3.21 4.24  0.00
O7 0.59 1.19 3.88  0.04
O8 1.38 2.46 2.25  0.00
C5 -2.50 -4.04 0.38  0.00
C6 -1.22 -4.90 0.33  0.00
C7 -0.16 -4.43 1.37  0.00
O9 -0.02 -5.65 2.13  0.00
C8 -0.96 -6.56 1.84  0.00
O10 -1.23 -7.67 2.36  0.00
O11 -1.62 -6.15 0.76  0.00
H7 -3.27 -4.50 -0.24  0.00
H8 -2.25 -3.01 0.14  0.00
H9 -2.99 -4.05 1.35  0.00
H10 -0.80 -4.92 -0.68  0.00
H11 -0.50 -3.69 2.09  0.00
H12 0.75 -4.07 0.87  0.00
C9 4.20 -2.17 -1.87  0.00
C10 3.14 -1.95 -0.73  0.00
C11 3.84 -1.30 0.46  0.00
O12 3.18 -0.05 0.48  0.00
C12 2.30 0.09 -0.51  0.00
O13 1.53 1.00 -0.60  0.00
O14 2.29 -1.01 -1.27  0.00
H13 4.93 -1.37 -1.87  0.00
H14 3.81 -2.12 -2.89  0.00
H15 4.79 -3.08 -1.74  0.00
H16 2.60 -2.87 -0.49  0.00
H17 4.89 -1.16 0.21  0.00
H18 3.53 -1.83 1.36  0.00

## Properties
Charge   +1
Gap between HOMO and LUMO (alpha / beta)   2.478 / 6.962 eV
LUMO (alpha / beta)   -4.86 / -4.76 eV
2S+1   2

=====

Number 1: electronic energy -112244.7666 eV. Number 2: electronic energy -166866.8220 eV. Number 3: electronic energy -68017.2823 eV. Number 4: electronic energy -19202.9656 eV. Number 5: electronic energy -50021.3740 eV. Number 6: electronic energy -184987.3823 eV.